Entry 1:
The following is a quantum chemistry calculation of a structure of composition C33H36MnN8O5S, from the Open Molecules 2025 dataset.

Results
HOMO (spin up / spin down) = -6.378 / -6.408 eV
energy = -3642.691816 a.u.
largest force on an atom = 0.5 eV/Å
Kohn-Sham gap (spin up / spin down) = 0.235 / 0.236 Eh
multiplicity = 6

Last column: Mulliken charge in e.
Geometry (Å):
Mn (-0.132, 0.372, 1.151)  2.174
C (-3.740, -5.324, -1.995)  -1.611
C (-2.734, -4.339, -1.460)  0.134
C (-1.361, -4.565, -1.545)  -1.123
C (-0.454, -3.672, -1.025)  -0.913
C (-0.828, -2.448, -0.415)  1.172
N (0.078, -1.541, 0.040)  0.824
C (1.385, -1.602, -0.434)  -0.497
C (1.705, -1.739, -1.795)  0.611
C (2.994, -1.624, -2.274)  -1.098
C (4.058, -1.343, -1.420)  0.676
C (5.452, -1.119, -1.939)  -1.720
C (3.770, -1.229, -0.070)  -0.441
C (2.480, -1.393, 0.424)  -0.385
N (2.327, -1.370, 1.842)  0.378
C (3.220, -1.828, 2.749)  -0.163
C (2.691, -1.615, 3.996)  -1.404
C (1.446, -1.013, 3.755)  -0.500
N (1.233, -0.882, 2.456)  -0.080
C (-2.223, -2.278, -0.269)  -0.438
C (-3.131, -3.200, -0.784)  -0.521
N (-2.777, -1.176, 0.468)  0.499
C (-4.048, -0.731, 0.381)  -0.064
C (-4.309, 0.031, 1.495)  -1.279
C (-3.114, 0.004, 2.223)  -0.637
N (-2.181, -0.707, 1.595)  -0.474
H (-3.331, -5.877, -2.841)  0.397
H (-4.647, -4.820, -2.333)  0.370
H (-4.033, -6.055, -1.237)  0.297
H (-0.999, -5.478, -2.005)  0.396
H (0.601, -3.900, -1.082)  0.411
H (0.895, -1.917, -2.493)  0.573
H (3.175, -1.721, -3.339)  0.326
H (5.549, -1.478, -2.963)  0.402
H (6.196, -1.633, -1.329)  0.375
H (5.705, -0.056, -1.935)  0.293
H (4.568, -0.993, 0.624)  0.624
H (4.137, -2.297, 2.441)  0.535
H (3.133, -1.864, 4.944)  0.428
H (0.698, -0.684, 4.456)  0.699
H (-4.190, -3.046, -0.619)  0.533
H (-4.680, -0.992, -0.449)  0.554
H (-5.230, 0.530, 1.743)  0.458
H (-2.873, 0.459, 3.167)  0.568
O (2.997, 3.119, 0.325)  -0.759
C (2.237, 2.145, 0.267)  -0.640
O (1.663, 1.596, 1.252)  -0.609
C (1.807, 1.673, -1.111)  0.848
C (2.588, 1.937, -2.259)  -1.247
C (2.089, 1.590, -3.476)  -1.198
C (0.802, 1.002, -3.562)  1.475
C (0.221, 0.593, -4.785)  -0.881
C (-1.010, 0.001, -4.804)  -0.863
C (-1.723, -0.198, -3.601)  -0.890
C (-1.189, 0.197, -2.408)  0.095
C (0.092, 0.793, -2.361)  -0.245
N (0.621, 1.128, -1.149)  1.115
H (3.551, 2.409, -2.132)  0.632
H (2.659, 1.757, -4.382)  0.434
H (0.775, 0.746, -5.703)  0.436
H (-1.442, -0.323, -5.742)  0.406
H (-2.691, -0.682, -3.625)  0.481
H (-1.703, 0.021, -1.474)  0.108
C (-1.925, 3.101, 4.968)  -1.180
S (-0.681, 1.984, 4.336)  1.364
O (-0.914, 0.711, 4.974)  -0.759
O (0.594, 2.629, 4.551)  -0.765
O (-0.994, 1.912, 2.862)  -0.771
H (-2.144, 2.800, 5.990)  0.452
H (-2.823, 3.031, 4.359)  0.276
H (-1.521, 4.110, 4.960)  0.290
N (0.540, 3.931, 1.921)  0.312
C (-0.049, 4.340, 0.613)  -0.136
C (-1.504, 3.908, 0.456)  -0.972
N (-1.689, 2.456, 0.340)  -0.134
H (1.534, 3.666, 1.822)  0.376
H (0.068, 3.058, 2.280)  -0.458
H (0.469, 4.654, 2.630)  0.484
H (0.561, 3.898, -0.168)  -0.113
H (0.027, 5.423, 0.525)  0.550
H (-1.870, 4.408, -0.443)  0.481
H (-2.095, 4.298, 1.290)  0.318
H (-2.139, 2.212, -0.533)  0.273
H (-2.270, 2.117, 1.098)  0.057

Entry 2:
The following is a quantum chemistry calculation of a structure of composition C16H48BF4O8S8Y at a distorted geometry, from the Open Molecules 2025 dataset.

Results
HOMO = -11.968 eV
energy = -4887.998869 a.u.
largest force on an atom = 4.1 eV/Å
Kohn-Sham gap = 0.204 Eh
total charge = +2
multiplicity = 1

Last column: Mulliken charge in e.
Geometry (Å):
Y (-2.422, 0.502, -2.172)  1.552
B (0.315, -0.274, -0.158)  0.104
F (1.540, -0.227, -0.651)  -0.312
F (-0.190, -1.502, -0.104)  -0.036
F (0.242, 0.291, 1.131)  -0.338
F (-0.559, 0.407, -0.944)  0.078
C (-4.763, 0.682, 1.883)  -1.107
S (-3.620, -0.566, 1.215)  0.429
O (-2.889, -0.030, -0.044)  -0.225
C (-2.506, -0.902, 2.631)  -0.927
H (-5.107, 1.468, 1.211)  0.357
H (-4.194, 1.237, 2.628)  0.347
H (-5.503, 0.212, 2.531)  0.446
H (-1.605, -1.512, 2.565)  0.247
H (-2.978, -1.132, 3.586)  0.522
H (-1.939, -0.010, 2.895)  0.290
C (1.687, -4.052, -0.842)  -0.621
S (1.079, -5.571, 0.111)  0.536
O (1.619, -6.871, -0.402)  -0.654
C (2.049, -5.190, 1.582)  -0.723
H (1.601, -3.098, -0.321)  0.003
H (1.208, -3.992, -1.819)  0.039
H (2.764, -4.190, -0.939)  0.617
H (3.051, -5.557, 1.360)  0.335
H (1.799, -5.678, 2.524)  0.393
H (2.109, -4.136, 1.852)  0.020
C (1.922, -1.179, -4.140)  -1.034
S (0.333, -1.754, -3.470)  0.777
O (-0.516, -0.540, -3.216)  -0.461
C (-0.355, -2.724, -4.884)  -1.158
H (2.569, -0.950, -3.293)  0.250
H (1.753, -0.286, -4.741)  0.267
H (2.286, -1.991, -4.769)  0.501
H (-0.323, -2.010, -5.706)  0.384
H (-1.336, -3.131, -4.642)  0.260
H (0.302, -3.581, -5.036)  0.476
C (-3.313, 4.538, 1.019)  -1.247
S (-2.099, 3.221, 0.542)  0.736
O (-2.409, 2.462, -0.729)  -0.600
C (-0.589, 4.301, 0.271)  -0.696
H (-3.125, 5.324, 0.287)  0.416
H (-3.080, 4.941, 2.005)  0.402
H (-4.374, 4.386, 0.821)  0.368
H (0.184, 3.551, 0.439)  -0.076
H (-0.461, 5.124, 0.974)  0.519
H (-0.538, 4.484, -0.803)  0.271
C (-3.890, -4.087, -2.132)  -1.259
S (-2.345, -3.358, -1.634)  0.744
O (-2.500, -1.815, -1.964)  -0.461
C (-2.722, -3.825, 0.127)  -1.212
H (-4.734, -3.491, -1.787)  0.369
H (-3.988, -5.139, -1.868)  0.449
H (-3.920, -3.979, -3.217)  0.402
H (-2.803, -4.903, 0.267)  0.516
H (-3.675, -3.481, 0.530)  0.467
H (-1.934, -3.603, 0.847)  0.240
C (4.756, 0.091, 3.720)  -0.773
S (4.128, -1.401, 2.886)  0.484
O (3.235, -2.254, 3.810)  -0.642
C (2.897, -0.560, 1.881)  0.242
H (4.696, 1.037, 3.182)  0.173
H (5.756, 0.016, 4.147)  0.426
H (4.102, 0.218, 4.583)  0.283
H (2.291, 0.023, 2.574)  -0.148
H (2.228, -1.209, 1.317)  -0.558
H (3.509, 0.055, 1.221)  0.403
C (2.067, 4.138, 5.250)  -1.020
S (3.186, 3.437, 3.926)  0.554
O (3.808, 4.619, 3.222)  -0.668
C (1.781, 2.774, 2.954)  -0.944
H (1.564, 5.068, 4.984)  0.336
H (2.526, 4.438, 6.192)  0.381
H (1.365, 3.365, 5.563)  0.297
H (1.245, 1.966, 3.451)  0.411
H (2.111, 2.439, 1.970)  0.209
H (1.092, 3.590, 2.737)  0.395
C (1.051, 4.086, -3.212)  -1.276
S (0.439, 2.349, -3.402)  0.831
O (-0.937, 2.044, -2.776)  -0.567
C (0.179, 2.373, -5.211)  -1.128
H (0.316, 4.891, -3.240)  0.405
H (1.638, 4.371, -4.085)  0.444
H (1.676, 4.220, -2.329)  0.403
H (-0.677, 2.991, -5.481)  0.405
H (-0.166, 1.357, -5.404)  0.205
H (1.028, 2.648, -5.837)  0.461

Entry 3:
The following is a quantum chemistry calculation of an isolated molecule of C26H30N2O2, from the Open Molecules 2025 dataset.

Results
HOMO = -7.455 eV
energy = -1268.714341 a.u.
largest force on an atom = 0.7 eV/Å
Kohn-Sham gap = 0.303 Eh
multiplicity = 1

Last column: Mulliken charge in e.
Geometry (Å):
O (2.735, 0.026, 1.695)  -0.554
C (2.710, 0.272, 0.307)  0.178
C (3.981, -0.297, -0.338)  -0.855
O (5.074, 0.301, 0.327)  -0.302
C (6.342, -0.061, -0.028)  0.548
C (6.657, -0.970, -1.030)  -0.349
C (7.985, -1.260, -1.301)  -0.598
C (9.002, -0.656, -0.587)  -0.550
C (8.686, 0.253, 0.412)  -0.410
C (7.369, 0.550, 0.692)  -0.440
H (7.107, 1.255, 1.465)  0.383
H (9.472, 0.731, 0.977)  0.370
H (10.033, -0.889, -0.804)  0.376
H (8.219, -1.969, -2.082)  0.345
H (5.883, -1.455, -1.604)  0.371
H (4.002, -1.387, -0.202)  0.500
H (3.999, -0.061, -1.408)  0.506
C (1.454, -0.370, -0.297)  -0.658
N (0.336, 0.552, -0.265)  0.051
C (-0.213, 0.783, 1.063)  -0.907
C (-1.072, -0.389, 1.563)  -0.889
N (-2.124, -0.788, 0.648)  0.264
C (-1.613, -0.951, -0.699)  -0.958
C (-0.744, 0.224, -1.180)  -1.210
H (-1.358, 1.123, -1.278)  0.366
H (-0.321, -0.009, -2.161)  0.469
H (-1.001, -1.863, -0.705)  0.378
H (-2.448, -1.104, -1.383)  0.692
C (-3.432, -0.171, 0.816)  0.132
C (-4.531, -1.115, 0.363)  -0.098
C (-4.289, -2.471, 0.188)  -0.512
C (-5.308, -3.326, -0.192)  -0.806
C (-6.588, -2.840, -0.392)  -0.421
C (-6.845, -1.494, -0.195)  -0.833
C (-5.825, -0.639, 0.183)  -0.249
H (-6.037, 0.409, 0.340)  0.445
H (-7.844, -1.107, -0.335)  0.395
H (-7.384, -3.507, -0.691)  0.391
H (-5.102, -4.378, -0.330)  0.400
H (-3.294, -2.852, 0.359)  0.385
C (-3.574, 1.206, 0.191)  0.271
C (-3.895, 1.366, -1.153)  0.059
C (-3.973, 2.628, -1.714)  -0.875
C (-3.734, 3.751, -0.941)  -0.498
C (-3.427, 3.604, 0.401)  -0.721
C (-3.352, 2.341, 0.961)  -0.322
H (-3.122, 2.237, 2.013)  0.391
H (-3.250, 4.476, 1.015)  0.412
H (-3.794, 4.736, -1.380)  0.411
H (-4.223, 2.734, -2.760)  0.385
H (-4.096, 0.497, -1.764)  0.429
H (-3.559, -0.053, 1.902)  0.677
H (-0.424, -1.263, 1.709)  0.410
H (-1.510, -0.140, 2.532)  0.495
H (-0.817, 1.692, 1.003)  0.442
H (0.611, 0.947, 1.757)  0.476
H (1.274, -1.311, 0.244)  0.244
H (1.654, -0.607, -1.345)  0.439
H (2.679, 1.357, 0.120)  0.159
H (3.610, 0.280, 2.014)  0.367